(1)
C4H6N2 as an isolated structure. Source: the Open Molecules 2025 dataset; level of theory: wB97M-V/def2-TZVPD.

The geometry in XYZ format:
```
12
Properties=species:S:1:pos:R:3:forces:R:3:mulliken_charge:R:1
H -2.614086 -1.267291 0.245461 0.13 0.01 -0.05 0.351
N 2.286479 0.616829 0.119386 0.14 0.14 -0.03 -0.334
H 3.118694 0.417466 -0.408413 -0.14 -0.04 0.11 0.237
C 1.101430 0.590913 -0.493660 -0.22 0.23 0.25 -0.213
C -1.406896 0.529230 -0.012246 0.08 0.03 0.03 -0.723
C -0.128766 0.911768 -0.138998 0.27 -0.34 -0.09 0.346
N -0.569683 -1.702145 0.194702 -0.39 -0.05 0.04 -0.603
H 0.538651 1.604952 -1.077989 -0.05 0.16 -0.16 0.104
H 2.373031 0.672514 1.124397 -0.05 -0.01 -0.15 0.208
H -0.869427 -2.669384 0.291705 -0.05 0.04 -0.01 0.228
C -1.578628 -0.914454 0.150101 0.08 -0.05 0.02 0.073
H -2.250795 1.209598 0.005558 0.19 -0.13 0.03 0.327
```
Forces are in eV/Å.

Calculated values
Highest occupied orbital energy: -7.9 eV
Molecular weight: 82.106 g mol⁻¹
Energy above the lowest of the compared OMol25 structures with the same formula, charge and spin: 443.0 kJ/mol
Total charge: 0
Spin multiplicity: 1

(2)
A 3-piece molecular cluster, C4H14N2O2 overall. Source: the Open Molecules 2025 dataset; level of theory: wB97M-V/def2-TZVPD.

The geometry in XYZ format:
```
22
Properties=species:S:1:pos:R:3:forces:R:3:lowdin_spin:R:1
H 2.537772 1.281337 0.608266 0.21 -0.68 -1.88 0.000
N -1.398721 1.359007 0.517036 2.50 -0.07 -2.09 0.149
H 0.348170 -0.098555 -2.527932 0.49 -0.90 0.70 0.000
H -1.831327 -2.224718 1.124554 1.14 1.32 -0.11 0.006
C -0.423210 -1.789495 -1.198671 1.56 -1.73 0.29 0.015
H 0.653960 0.913321 2.970889 1.49 1.55 -1.94 0.000
H 0.032479 -2.667343 -0.555220 -0.61 1.72 -1.40 0.001
H -1.189458 -2.281427 -1.768254 -0.42 -0.08 -0.74 0.004
H 1.473729 -0.871604 -1.180746 -0.50 -0.01 -2.19 0.002
C -1.010650 -0.843906 -0.249496 0.46 -2.07 1.33 0.139
C -0.910800 0.492198 -0.578626 -2.54 2.65 5.12 0.388
H 1.480876 0.777619 -0.363379 1.87 0.38 -0.09 0.003
H -0.869774 2.262707 0.491883 -1.11 -0.94 -0.15 0.002
O 2.463816 0.972851 -0.356269 -1.88 0.48 2.15 0.009
H 0.710894 2.180492 2.006117 -0.38 0.58 0.30 0.000
H -0.574468 1.019475 -1.416046 0.81 -0.06 -1.08 0.015
H 1.020499 -1.643863 -2.860393 0.60 -0.42 0.21 0.002
H -1.536847 -0.547286 1.651035 -0.43 0.35 0.74 0.004
H -2.378172 1.519162 0.429018 -1.00 0.19 0.28 0.017
C 0.711623 -1.033138 -2.026128 -0.72 -0.41 1.46 0.010
O 1.192139 1.394454 2.235778 -1.01 -2.02 1.86 0.001
N -1.362386 -1.289251 1.007486 -0.53 0.16 -2.79 0.233
```
Forces are in eV/Å.

Calculated values
Highest occupied orbital energy (alpha / beta): -14.4 / -14.3 eV
Expectation value of S²: 0.759
Molecular weight: 122.168 g mol⁻¹
Energy above the lowest of the compared OMol25 structures with the same formula, charge and spin: 221.0 kJ/mol
Total charge: +1
Spin multiplicity: 2

(3)
An isolated ion of composition C30H48BN3O7PS and charge +1. Source: the Open Molecules 2025 dataset; level of theory: wB97M-V/def2-TZVPD.

The geometry in XYZ format:
```
91
Properties=species:S:1:pos:R:3:forces:R:3:mulliken_charge:R:1
B -2.620915 0.466908 1.684890 -1.24 -0.49 -0.66 0.610
C 2.947453 4.729925 -1.521013 -0.51 0.25 -0.02 -0.631
H -1.743571 2.114883 2.135968 0.06 0.42 -0.50 0.355
C 0.976447 3.893160 -3.248544 -0.04 -0.06 -0.04 0.003
H -1.618590 -1.081094 3.382930 0.04 -0.33 -0.04 0.695
C -2.031583 1.820410 -2.566789 -0.72 -0.29 -0.05 -1.424
H -0.160376 -2.636972 -3.056135 0.13 0.23 0.06 0.294
H 2.004312 -1.326286 1.717273 0.01 0.23 -0.28 0.997
H 2.944169 1.428013 -0.225514 0.17 -0.52 -0.53 -0.880
C 2.986224 3.445754 -2.053295 0.41 -0.32 0.24 -0.003
H 0.909439 -2.199583 -1.282289 0.27 -0.23 0.12 -0.360
C -1.216689 -2.522224 -2.822972 0.06 -0.34 -0.22 -1.275
H 4.506101 0.956514 1.826963 0.05 -0.13 0.13 0.487
C -0.832108 -0.769145 2.687881 0.63 0.95 -0.54 -2.554
C -1.657930 0.044779 -0.909065 -0.78 0.16 -0.92 0.625
H -0.471094 1.983279 0.531730 -0.06 -0.33 0.04 0.089
H 1.859028 -5.472790 0.304317 0.34 0.20 0.43 0.602
O -2.606749 1.826298 1.814472 0.56 -0.38 0.64 -0.654
C 3.504297 1.385152 1.806302 0.31 0.02 -0.66 -1.164
H 1.286887 -4.414225 -0.969753 0.11 0.28 -0.01 0.283
C 0.666222 -0.759454 0.231113 0.08 1.78 -0.86 0.262
H 0.214748 3.590037 -3.955703 -0.05 -0.06 -0.05 0.482
C -0.907374 -0.792468 0.132956 0.07 -0.94 0.42 1.065
C -1.582423 -3.043009 -1.429065 -0.46 -0.07 -0.51 -1.408
H 3.039016 1.102506 2.754764 -0.12 0.10 0.05 0.316
H -0.383825 0.101572 3.187507 0.15 -0.03 0.04 0.520
H 0.886335 2.597419 1.431401 0.09 -0.11 0.19 0.185
H -4.646157 0.075748 1.057513 0.01 -0.25 -0.20 0.356
H 1.137813 1.529415 -4.053966 -0.25 0.14 0.24 0.362
N 1.940278 1.693251 -3.464249 -0.35 -0.32 0.43 -0.150
C 2.789187 0.730042 0.584874 -0.30 0.39 1.60 0.466
H 0.915538 -1.632669 3.437738 0.30 -0.40 0.00 0.648
C 1.260176 0.567493 0.840853 0.62 0.56 0.18 0.863
C -1.236019 1.130106 -1.667384 1.14 0.13 0.15 1.044
H 4.462111 3.181972 2.425232 -0.07 0.22 0.11 0.514
C 0.927880 5.175747 -2.721739 0.22 -0.41 0.04 -0.760
O 2.352711 -3.701714 2.319172 -1.66 0.33 0.21 -0.630
C -4.768678 0.344920 3.165479 -0.24 -0.10 -0.36 -1.442
H -2.534299 -4.146035 2.818946 -0.03 -0.09 -0.21 0.364
H -2.315773 -2.321775 0.454371 -0.11 -0.11 0.00 0.864
S 2.038769 -3.297045 0.975386 4.49 -2.54 2.47 1.568
H -3.451134 -1.148122 -0.638035 0.12 -0.14 0.03 0.796
O -0.589884 -3.259676 4.684085 -0.05 0.74 -0.26 -0.592
H 0.229049 -4.827976 0.393655 0.01 0.22 0.40 0.236
H 2.833911 3.493342 1.828472 -0.07 0.13 -0.23 0.242
C 3.726060 2.895627 1.675262 0.34 -0.55 0.56 -1.095
H -1.480516 -3.090049 5.016265 0.08 0.04 0.27 0.352
C -3.806411 0.329660 -2.059839 -0.13 0.41 -0.23 -1.545
O -0.103667 -4.719411 2.690303 0.28 0.23 -0.50 -0.768
H -5.262583 -0.445163 3.725309 0.13 -0.10 0.16 0.345
C 0.606656 1.933464 0.614897 0.07 0.47 -0.35 -1.021
H 0.108821 5.816039 -3.012069 0.00 0.16 0.03 0.415
C -1.381241 -2.291533 -0.088126 0.53 -0.09 0.17 0.433
H -5.567698 1.009816 2.849078 0.01 0.19 0.06 0.377
H -1.713155 -3.175680 -3.540001 -0.08 -0.06 -0.03 0.574
H -4.119282 0.921846 3.818653 0.04 -0.07 0.15 0.245
C 1.245362 -4.597890 0.101445 -0.98 -0.05 -1.20 -0.963
H 3.803182 2.785550 -1.798037 0.09 0.01 -0.07 0.632
H -1.648175 2.656328 -3.124809 0.26 0.14 0.05 0.369
H -0.731081 -2.931767 0.514364 0.01 0.10 0.04 -2.327
N 1.142395 -1.750772 1.346311 -0.68 -0.23 -0.33 0.078
H 0.345884 -0.359488 -2.900226 -0.32 0.38 0.50 0.733
H -3.969357 -1.299504 1.947604 0.01 -0.07 -0.11 0.229
C -2.985752 -0.332633 -1.168954 -0.20 -0.15 0.53 0.206
P -0.585162 -3.399778 3.097117 -0.18 -2.22 0.29 0.656
H 4.198995 3.085498 0.714908 -0.23 0.23 -0.16 0.197
C 1.908569 5.600522 -1.831021 -0.22 -0.23 -0.26 -0.649
C 1.303757 -0.517985 -2.426023 0.23 -0.29 -0.92 -1.286
H 3.293684 -0.226297 0.458692 -0.02 0.00 -0.56 0.772
O 3.458860 0.427848 -2.378418 0.99 0.04 1.00 -0.484
H 1.258394 0.495907 1.932309 -0.58 -0.54 0.02 0.409
C -4.034547 -0.212891 1.914698 0.09 0.53 0.39 -0.130
N -1.410609 -0.357948 1.429014 0.11 0.41 0.62 0.871
O 3.298398 -2.996230 0.351045 -1.41 1.08 -1.65 -0.650
H 1.741385 -1.275305 -3.090226 -0.04 -0.21 0.08 0.650
H -2.640629 -3.295178 -1.498047 -0.15 0.17 0.16 0.662
C 1.362531 -1.232284 -1.062780 -0.37 0.14 -0.54 -0.120
H -1.553504 -1.519633 -3.065011 0.06 0.15 0.20 0.115
H 2.435680 -1.335953 -0.950248 -0.03 -0.28 0.45 0.870
C 2.317401 0.587081 -2.685195 -0.38 0.05 -0.85 -0.714
O -2.131311 -3.276399 2.686002 0.01 0.82 0.30 -0.461
H 1.833768 6.592808 -1.413478 0.21 0.05 0.10 0.429
H 1.017873 2.428373 -0.265303 -0.03 -0.02 -0.16 -0.337
H -3.991812 1.951856 -3.459918 -0.04 0.06 -0.04 0.456
H -0.210324 1.452150 -1.597756 0.05 0.12 0.05 -0.172
C 0.276622 -1.851253 2.588490 -1.33 0.18 0.60 0.279
C 1.986715 2.989014 -2.902229 -0.23 1.01 -0.38 -0.363
H 3.713425 5.071498 -0.840448 0.17 -0.15 -0.01 0.452
H -4.824551 0.003833 -2.211308 -0.07 -0.16 0.11 0.481
C -3.350387 1.432202 -2.765087 0.42 -0.21 0.16 -1.027
H -1.125592 -4.032279 -1.367936 0.18 0.01 0.24 0.560
```
Forces are in eV/Å.

Calculated values
Highest occupied orbital energy: -10.8 eV
Molecular weight: 636.581 g mol⁻¹
Total charge: +1
Spin multiplicity: 1

(4)
C23H37AuN2O6PS2 as an isolated structure. Source: the Open Molecules 2025 dataset; level of theory: wB97M-V/def2-TZVPD.

The geometry in XYZ format:
```
72
Properties=species:S:1:pos:R:3:forces:R:3:mulliken_charge:R:1
H 0.851290 4.511003 -1.926235 0.07 0.06 0.03 0.577
O 0.446026 -4.218635 0.370511 0.44 -0.60 -0.13 -0.207
H -3.262562 -2.777136 -1.615820 0.02 -0.21 0.01 0.385
C 1.396494 2.825884 -3.120155 0.09 -0.14 0.16 -1.100
H -4.369644 3.459614 -2.138662 0.06 0.01 0.01 0.458
C 0.694006 -5.170766 -0.791173 -0.10 0.03 0.01 -0.207
O 0.211392 -0.861118 -2.120665 -0.24 -0.67 0.68 -0.467
H -4.433668 -1.345801 -0.070611 0.04 0.02 0.01 0.459
H -0.082878 -6.970896 -1.565484 -0.02 0.02 0.02 0.413
C -0.331128 -6.264280 -0.770615 -0.07 0.01 0.08 -1.158
H 4.998390 -2.168330 2.543825 0.00 0.01 0.00 0.208
C 1.412171 4.088000 2.254170 0.06 0.11 0.05 -0.660
S 2.102102 2.144749 0.490518 -0.16 -0.77 -0.10 0.018
H 0.878895 5.602466 3.669046 0.00 -0.06 -0.02 0.432
C -3.020939 2.695870 -3.613817 -0.09 0.07 0.04 -0.664
H 2.194258 0.936463 -3.908148 -0.12 0.05 -0.02 0.562
C -1.149329 3.080622 2.671237 -0.04 -0.14 -0.06 -0.877
C -3.491964 2.850804 -2.317221 0.00 0.00 0.05 -0.753
H 5.094086 -2.144553 0.154536 0.05 0.02 0.02 0.232
O -0.785287 -2.542755 1.768964 0.16 0.16 0.71 0.034
C -0.211196 -3.020442 3.098976 -0.13 -0.06 -0.05 0.004
H 3.260346 3.220842 -1.243581 -0.06 0.02 -0.08 0.522
H -0.509065 -4.060779 3.186664 -0.10 -0.02 -0.09 0.355
H 0.867428 -2.956581 3.019048 0.05 0.06 -0.12 0.159
H 2.007405 0.977635 -2.138533 0.32 0.14 -0.09 -0.247
H -0.316287 -6.802025 0.177037 0.03 0.00 -0.04 0.340
Au 0.976700 -1.161343 -0.241823 -0.09 1.13 -0.64 1.552
H -0.440473 -2.528435 5.140109 -0.01 0.01 -0.05 0.424
H -3.227277 2.370297 -0.236562 -0.02 -0.04 -0.07 0.518
N 4.013937 -1.967827 2.458505 0.09 -0.05 -0.03 -0.374
O 1.253626 1.017528 -0.205959 0.63 0.71 0.36 -0.137
C -1.757080 1.416285 -1.465569 0.02 0.23 -0.32 0.455
O -1.502550 -3.024293 -0.612231 -0.65 0.33 -0.44 -0.386
H -1.335823 -5.884840 -0.954748 0.03 0.00 -0.03 0.295
H -2.306968 -1.308901 -1.502837 0.17 0.03 0.04 -0.129
H -1.242831 0.938814 -0.643777 0.01 -0.04 -0.04 0.243
C -2.693493 -2.152101 -0.939400 -0.02 -0.02 -0.06 0.165
H 2.320487 3.222051 -3.544215 0.01 0.13 0.04 0.504
H 3.646462 -1.922515 -0.737117 -0.03 -0.04 -0.05 0.102
C 1.585024 1.308703 -3.083008 -0.07 -0.10 0.26 0.165
C 1.116536 3.469011 -1.756881 0.05 0.02 -0.03 0.091
P -0.353912 -2.931591 0.365888 0.32 -0.25 -0.54 0.103
H 0.683708 -4.584191 -1.708149 -0.10 0.11 0.05 0.332
S 0.082447 0.286316 -3.164997 0.13 -0.21 -0.87 -0.146
C -0.728388 4.215138 3.346075 0.01 0.00 0.05 -0.593
C 2.294240 3.414638 -0.772049 -0.02 -0.03 -0.37 -0.883
H -0.449459 -1.114697 4.069316 0.00 -0.06 0.02 0.285
C 0.549086 4.719048 3.136746 0.10 0.05 0.00 -0.691
C 0.964968 2.964349 1.569626 -0.19 -0.12 0.14 0.874
H -3.519798 3.189649 -4.438183 0.01 -0.04 0.04 0.453
H -1.557902 1.745428 -4.872347 -0.01 -0.03 0.06 0.563
H -1.870879 -2.179293 4.166046 0.06 -0.02 0.03 0.337
N 4.109113 -1.930448 0.154359 -0.15 0.00 0.13 -0.348
H 0.245942 3.010722 -1.288614 -0.09 0.05 -0.05 -0.319
H -1.387222 4.698707 4.055897 0.00 0.01 -0.07 0.444
O 2.137451 -1.617665 1.321595 0.21 -0.14 0.55 -0.579
H 3.477020 -1.872175 3.304639 -0.01 0.04 0.01 0.236
C 3.412587 -1.840366 1.287788 -0.25 0.03 -0.07 0.829
H -0.607576 1.542164 1.256395 -0.01 0.05 0.05 0.279
H 2.388296 4.339301 -0.200943 0.05 -0.03 -0.01 0.459
C -1.291378 1.281559 -2.774430 -0.25 0.15 0.50 0.616
H 0.610066 3.117484 -3.817006 -0.02 -0.09 -0.04 0.388
H 2.419461 4.470184 2.118434 -0.07 -0.01 0.01 0.522
C -0.298013 2.437819 1.777649 -0.14 0.07 0.09 -0.100
H -3.702875 -2.615247 0.908257 -0.05 0.01 -0.07 0.344
C -0.780799 -2.149417 4.173634 -0.13 0.15 -0.04 -1.257
C -3.482622 -1.754890 0.275186 0.14 -0.08 0.18 -1.045
H -2.144402 2.689653 2.846714 0.05 0.00 -0.01 0.488
H 1.698477 -5.530671 -0.611660 0.10 0.00 0.15 0.336
H -2.978361 -0.997136 0.879427 -0.02 -0.03 -0.06 0.179
C -2.858858 2.220477 -1.244948 -0.17 0.03 0.00 -0.810
C -1.917037 1.892862 -3.858643 0.11 -0.09 0.10 -0.600
```
Forces are in eV/Å.

Calculated values
Highest occupied orbital energy: -16.8 eV
Molecular weight: 729.632 g mol⁻¹
Energy above the lowest of the compared OMol25 structures with the same formula, charge and spin: 54.9 kJ/mol
Total charge: +3
Spin multiplicity: 1

(5)
C3HGdO2 as an isolated structure. Source: the Open Molecules 2025 dataset; level of theory: wB97M-V/def2-TZVPD.

The geometry in XYZ format:
```
7
Properties=species:S:1:pos:R:3:forces:R:3:lowdin_spin:R:1
Gd 4.133132 0.571230 -0.445473 -1.38 0.03 0.14 6.140
C 0.351708 0.637498 -0.132336 -1.48 1.55 -1.11 0.020
C -1.478044 0.074448 0.587725 0.35 -1.73 -3.89 0.503
O -1.426303 -1.116067 0.060029 -1.49 1.16 1.80 0.134
C 1.570935 0.591980 -0.205177 0.86 -0.09 0.06 -0.058
O -1.053248 0.923645 -0.327558 3.18 0.13 2.40 0.252
H -2.098177 -1.682735 0.462788 -0.05 -1.04 0.59 0.010
```
Forces are in eV/Å.

Calculated values
Highest occupied orbital energy (alpha / beta): -18.4 / -17.2 eV
Expectation value of S²: 16.789
Molecular weight: 226.289 g mol⁻¹
Energy above the lowest of the compared OMol25 structures with the same formula, charge and spin: 408.9 kJ/mol
Total charge: +2
Spin multiplicity: 8

> Which value of spin multiplicity does entry 5 give?

8